Record 1
Computed, not measured: a 2-piece molecular cluster, C5H7NO overall in a non-equilibrium geometry, with ωB97M-V/def2-TZVPD.

XYZ file:
```
14
Properties=species:S:1:pos:R:3
C 1.10374 0.42440 -0.74363
C 0.61187 -0.66427 -0.14919
C 1.44430 -1.69806 0.56221
C -0.81262 -0.90682 -0.16124
N -1.94976 -1.13134 -0.14023
H 2.17282 0.61687 -0.71456
H 0.47301 1.14958 -1.24586
H 1.29564 -1.64766 1.64625
H 2.50254 -1.53442 0.34487
H 1.17084 -2.70544 0.23421
C -2.01372 2.02240 0.09446
O -1.20832 2.51135 -0.66075
H -2.80564 1.33556 -0.24893
H -1.98470 2.22786 1.18239
```

Strongest force on any atom   0.0220 hartree/bohr
SMILES string   C=C(C)C#N.C=O
Net charge   0
HOMO   -0.3747 Eh
2S+1   1
ΔE to the lowest compared entry with this formula, charge and spin   184.6 kJ/mol

For each atom in turn, the Löwdin charge in e is:
1. C 0.090
2. C -0.355
3. C -0.060
4. C -0.199
5. N 0.162
6. H 0.079
7. H 0.055
8. H 0.088
9. H 0.080
10. H 0.086
11. C -0.148
12. O -0.033
13. H 0.068
14. H 0.087

---

Record 2
Computed, not measured: a 2-piece molecular cluster, C4H9NO overall in a non-equilibrium geometry, with ωB97M-V/def2-TZVPD.

XYZ file:
```
15
Properties=species:S:1:pos:R:3
C -0.94314 0.95693 0.24538
C -1.38317 -0.43959 -0.02260
N -2.71046 -0.60301 0.09289
O -0.53649 -1.30329 -0.19103
H -0.10233 0.98005 0.91243
H -1.77786 1.51121 0.53440
H -0.61718 1.38938 -0.70472
H -3.10316 -1.41109 -0.48725
H -3.30602 0.29636 -0.23970
C 2.14470 0.20953 -0.38542
C 2.65297 -0.73785 0.38117
H 1.34691 0.83798 -0.09488
H 2.59177 0.61402 -1.31878
H 2.19651 -1.11726 1.25710
H 3.54695 -1.18338 0.02100
```

Strongest force on any atom   0.1107 hartree/bohr
SMILES string   CC(N)=O.C=C
Net charge   0
HOMO   -0.3466 Eh
2S+1   1
ΔE to the lowest compared entry with this formula, charge and spin   210.5 kJ/mol

For each atom in turn, the Löwdin charge in e is:
1. C -0.032
2. C -0.635
3. N 0.106
4. O 0.044
5. H 0.073
6. H 0.050
7. H 0.099
8. H 0.136
9. H 0.166
10. C -0.078
11. C -0.053
12. H -0.020
13. H 0.067
14. H 0.042
15. H 0.034

---

Record 3
Computed, not measured: C24H39BN5O8PSe2SiW as an isolated structure in a non-equilibrium geometry, with ωB97M-V/def2-TZVPD.

XYZ file:
```
82
Properties=species:S:1:pos:R:3
W 0.13170 -0.42805 -0.03533
C 1.17957 -4.28426 -1.48474
Se 0.04217 -3.33453 -0.21184
C -1.59057 -3.59414 -1.24037
C -1.47967 -3.01847 -2.63565
Se -0.82993 -1.17381 -2.68557
C 0.56192 -1.38652 -4.01283
H 0.55856 -5.06108 -1.92449
H 1.99731 -4.74432 -0.94265
H 1.56423 -3.62064 -2.25180
H -2.39508 -3.16587 -0.65382
H -1.73624 -4.67466 -1.28215
H -2.45352 -3.02388 -3.12391
H -0.79105 -3.59092 -3.25269
H 0.13174 -1.95669 -4.83360
H 1.43049 -1.88635 -3.59631
H 0.83738 -0.39387 -4.35968
C 3.23450 -2.92075 0.61387
C 3.25310 -1.50390 1.07054
C 4.38976 -0.94965 1.63457
C 4.38700 0.37403 2.05311
C 3.24772 1.14428 1.91464
C 2.13746 0.53218 1.35133
N 2.14678 -0.75460 0.95004
N 0.91953 1.08001 0.98702
Si 0.56100 2.88512 1.12707
C 1.37121 3.65681 -0.34459
C 1.28298 3.40674 2.77479
C -1.27062 3.21437 1.23518
H 4.21308 -3.37594 0.74257
H 2.96045 -2.98893 -0.43749
H 2.52576 -3.48682 1.22313
H 5.27835 -1.55701 1.72943
H 5.28398 0.81233 2.47068
H 3.23866 2.18427 2.19562
H 2.45510 3.51930 -0.33649
H 1.17598 4.73186 -0.36496
H 0.99498 3.22373 -1.27403
H 2.25808 3.88763 2.67823
H 1.38935 2.58637 3.48790
H 0.61314 4.14273 3.22360
H -1.74951 3.37775 0.27177
H -1.38969 4.14359 1.79953
H -1.83082 2.44702 1.77459
O -3.65354 -0.67638 1.11843
C -2.90556 -0.35630 0.23944
O -1.75845 -1.04105 0.00961
C -3.11341 0.73815 -0.73417
C -4.37926 1.14808 -1.12695
C -4.48221 2.09578 -2.12428
C -3.37687 2.64182 -2.75215
C -2.12893 2.21964 -2.34593
C -1.98283 1.30380 -1.31129
O -0.76473 1.08083 -0.76972
N -0.93503 2.72290 -3.03484
O -0.93721 3.87603 -3.38369
O -0.08790 1.88911 -3.30942
N -5.83009 2.53479 -2.55824
O -6.76710 2.08184 -1.94237
O -5.87046 3.41611 -3.38318
H -5.26836 0.72875 -0.67521
H -3.49034 3.37416 -3.54046
B 3.50259 0.61777 -3.19792
C 2.41509 0.23100 -2.19039
N 1.58876 -0.05371 -1.41918
H 4.31483 -0.27907 -3.14275
H 3.94560 1.66875 -2.79934
H 2.96791 0.70561 -4.27506
C 0.76412 -1.37746 4.35854
P -0.66121 -1.20849 3.29829
C -1.75493 -2.59203 3.52832
C -1.52347 0.29187 3.72273
O -0.19952 -1.18376 1.83156
H 0.45210 -1.41662 5.40335
H 1.42986 -0.52428 4.21658
H 1.29816 -2.29613 4.11324
H -2.68423 -2.39934 2.98970
H -1.96739 -2.73755 4.58882
H -1.27889 -3.48958 3.13131
H -2.43214 0.36363 3.12427
H -0.88130 1.15289 3.53928
H -1.79998 0.27401 4.77889
```

Strongest force on any atom   0.0226 hartree/bohr
Net charge   +2
HOMO (alpha / beta)   -0.5338 / -0.5338 Eh
2S+1   1
ΔE to the lowest compared entry with this formula, charge and spin   60.0 kJ/mol

For each atom in turn, the Löwdin charge in e is:
1. W 1.771
2. C -0.299
3. Se 1.058
4. C -0.472
5. C -0.449
6. Se 1.140
7. C -0.293
8. H 0.053
9. H 0.034
10. H 0.032
11. H 0.068
12. H 0.094
13. H 0.091
14. H 0.068
15. H 0.058
16. H 0.031
17. H 0.025
18. C -0.027
19. C -0.276
20. C 0.016
21. C 0.012
22. C 0.016
23. C -0.409
24. N 0.003
25. N -0.157
26. Si 0.515
27. C -0.125
28. C -0.161
29. C -0.134
30. H 0.104
31. H 0.056
32. H 0.078
33. H 0.131
34. H 0.134
35. H 0.091
36. H 0.050
37. H 0.060
38. H 0.018
39. H 0.046
40. H 0.034
41. H 0.048
42. H 0.036
43. H 0.056
44. H 0.028
45. O 0.157
46. C -0.481
47. O -0.366
48. C -0.060
49. C 0.118
50. C -0.082
51. C 0.129
52. C -0.061
53. C -0.303
54. O -0.320
55. N -0.325
56. O 0.157
57. O 0.070
58. N -0.343
59. O 0.118
60. O 0.124
61. H 0.151
62. H 0.153
63. B -0.348
64. C -0.154
65. N -0.046
66. H 0.042
67. H 0.043
68. H 0.039
69. C -0.130
70. P 0.666
71. C -0.126
72. C -0.125
73. O -0.567
74. H 0.080
75. H 0.062
76. H 0.072
77. H 0.065
78. H 0.082
79. H 0.068
80. H 0.059
81. H 0.046
82. H 0.086

---

Record 4
Computed, not measured: C40H80AlK2O34P as an isolated structure in a non-equilibrium geometry, with ωB97M-V/def2-TZVPD.

XYZ file:
```
158
Properties=species:S:1:pos:R:3
Al -0.21070 -1.35939 -6.08673
K -0.20634 -0.97127 2.68285
K 5.88314 1.88021 -4.49161
P 1.55939 0.86378 -1.58732
O 1.63047 1.73568 -2.85817
O 2.02167 1.47374 -0.21919
O 2.52535 -0.28601 -2.08917
O 0.16195 0.07673 -1.55597
C 1.17806 6.77326 -8.68482
C 0.73082 5.44595 -9.34867
O -0.54023 5.56936 -9.97362
C -1.20398 4.39614 -10.17296
O -0.93718 3.31526 -9.62702
O -2.26570 4.57290 -10.89745
C -3.21294 3.49086 -11.24358
H 1.41782 7.49659 -9.46419
H 2.11713 6.62318 -8.15217
H 0.37771 7.17732 -8.06492
H 0.71230 4.69067 -8.56297
H 1.39150 4.93766 -10.05098
H -4.11963 3.90442 -11.68515
H -3.62719 2.95448 -10.38989
H -2.91984 2.70068 -11.93482
C -10.54693 -1.20059 4.35052
C -9.01396 -1.36148 3.94832
O -8.49818 -0.13390 3.63001
C -7.14165 -0.12997 3.26840
O -6.30797 -1.04094 3.36754
O -6.89032 1.09147 2.81215
C -5.70585 1.35350 2.16426
H -11.23496 -1.08564 3.51296
H -10.60012 -0.32814 5.00176
H -10.87705 -2.16303 4.74144
H -9.00998 -2.02394 3.08272
H -8.48707 -1.87451 4.75285
H -4.85366 1.43889 2.83848
H -5.89854 2.31978 1.69814
H -5.50660 0.59968 1.40259
C -2.35782 -9.54443 5.18742
C -2.36874 -8.87742 3.79414
O -1.14566 -8.27193 3.69725
C -0.46025 -8.43452 2.52520
O -0.66260 -9.21241 1.63179
O 0.38750 -7.30679 2.39673
C 1.35232 -7.18974 1.36082
H -3.35246 -9.92183 5.42482
H -2.18024 -8.73499 5.89550
H -1.56787 -10.29056 5.27329
H -3.17487 -8.16300 3.62723
H -2.57084 -9.70302 3.11176
H 2.15826 -7.87329 1.62790
H 1.70807 -6.16621 1.24288
H 0.93812 -7.42669 0.38083
C 14.44497 1.76523 0.58919
C 13.02124 1.28515 0.28204
O 12.10592 2.21320 0.86019
C 10.91149 2.41723 0.30465
O 10.42199 1.85090 -0.68353
O 10.35766 3.41213 0.94054
C 9.04003 3.82476 0.72652
H 14.52913 1.94713 1.66060
H 14.64808 2.67527 0.02467
H 15.04348 0.91191 0.27024
H 12.98386 0.30224 0.75170
H 12.90588 1.15624 -0.79415
H 8.58555 3.43416 -0.18397
H 8.86668 4.89899 0.79032
H 8.41297 3.49478 1.55478
C -8.69569 2.98988 -3.02369
C -8.22288 2.60806 -4.38783
O -7.33103 3.66799 -4.75620
C -6.00112 3.50955 -4.57135
O -5.35947 2.46932 -4.52319
O -5.48507 4.65155 -4.24202
C -4.05946 4.75979 -3.98088
H -9.55596 2.35541 -2.81040
H -9.08193 4.00778 -2.97068
H -7.97861 2.75662 -2.23663
H -9.00973 2.63601 -5.14160
H -7.88704 1.57251 -4.44223
H -3.74302 3.83086 -3.50649
H -4.01935 5.64196 -3.34193
H -3.52976 4.95363 -4.91359
C -1.82187 12.59257 3.94508
C -2.09401 11.83220 2.63213
O -0.98285 11.31932 2.01973
C -0.80402 9.96192 1.91084
O -1.65183 9.12280 2.00367
O 0.41095 9.87935 1.31524
C 0.94395 8.66230 0.76787
H -2.64777 12.55532 4.65542
H -1.47414 13.59652 3.70163
H -0.98253 12.17284 4.49955
H -2.64688 12.44368 1.91902
H -2.89466 11.10308 2.75641
H 1.55225 8.67702 -0.13648
H 0.11326 8.05818 0.40304
H 1.49862 7.99635 1.42890
C 4.97511 -5.49714 8.00553
C 3.89388 -5.30666 6.94697
O 4.63389 -4.79717 5.81858
C 4.53325 -3.55657 5.51210
O 3.71481 -2.70036 5.92314
O 5.47544 -3.35052 4.66311
C 5.42787 -2.18781 3.87003
H 4.53928 -5.79205 8.96008
H 5.43254 -4.52374 8.18259
H 5.82760 -6.12545 7.74751
H 3.02370 -4.71274 7.22652
H 3.45638 -6.27658 6.71045
H 5.14948 -1.31382 4.45889
H 4.68037 -2.33915 3.09129
H 6.41414 -2.04496 3.42848
C 1.97903 5.53034 6.32128
C 1.22167 4.15889 6.44113
O 0.19225 4.35830 7.37963
C -0.95920 3.71832 7.30011
O -1.21420 2.75386 6.58624
O -1.85552 4.28945 8.24020
C -3.01931 3.50251 8.49138
H 2.13247 6.06590 7.25815
H 1.26080 6.15034 5.78478
H 2.86987 5.35425 5.71837
H 1.95067 3.38114 6.66865
H 0.76960 3.93716 5.47440
H -3.18504 2.54796 7.99193
H -3.89584 4.12107 8.29855
H -3.07226 3.20725 9.53929
C -5.62241 -4.64220 -2.18446
C -4.67216 -5.61635 -1.42176
O -4.65944 -6.90988 -2.03250
C -3.83880 -7.08317 -3.20439
O -3.13383 -6.23244 -3.77257
O -3.99686 -8.35726 -3.69213
C -4.81007 -9.44797 -3.11827
H -5.07119 -4.37707 -3.08666
H -5.64785 -3.74646 -1.56390
H -6.59634 -5.04474 -2.46290
H -5.14829 -5.71250 -0.44598
H -3.67022 -5.18765 -1.40065
H -5.85629 -9.15468 -3.20491
H -4.54082 -9.40193 -2.06305
H -4.38686 -10.33827 -3.58343
C 6.58758 -4.91291 -3.72858
C 6.17913 -5.09560 -5.16867
O 5.65559 -6.43240 -5.47313
C 4.39935 -6.64858 -5.57190
O 3.51681 -5.79280 -5.43536
O 4.23320 -7.88818 -5.93975
C 2.92130 -8.45093 -5.88893
H 7.11636 -3.96309 -3.64899
H 7.23867 -5.70737 -3.36387
H 5.79008 -4.93154 -2.98578
H 7.13802 -5.14643 -5.68447
H 5.57621 -4.23215 -5.44983
H 2.26896 -7.94378 -6.59981
H 2.45064 -8.48698 -4.90644
H 2.79620 -9.44635 -6.31506
```

Strongest force on any atom   0.0842 hartree/bohr
Net charge   +2
HOMO   -0.4772 Eh
2S+1   1

Löwdin atomic charge list, values in e, 99 entries:
1. Al 0.993
2. K 0.945
3. K 0.967
4. P 0.024
5. O -0.180
6. O -0.353
7. O -0.148
8. O -0.280
9. C -0.048
10. C -0.233
11. O 0.035
12. C -0.575
13. O 0.061
14. O 0.033
15. C 0.000
16. H 0.074
17. H 0.071
18. H 0.082
19. H 0.102
20. H 0.125
21. H 0.092
22. H 0.088
23. H 0.094
24. C -0.041
25. C -0.260
26. O 0.019
27. C -0.489
28. O 0.095
29. O 0.002
30. C -0.073
31. H 0.067
32. H 0.075
33. H 0.071
34. H 0.120
35. H 0.122
36. H 0.096
37. H 0.104
38. H 0.099
39. C -0.051
40. C -0.264
41. O 0.017
42. C -0.475
43. O 0.144
44. O -0.058
45. C -0.066
46. H 0.078
47. H 0.073
48. H 0.085
49. H 0.128
50. H 0.121
51. H 0.099
52. H 0.083
53. H 0.089
54. C -0.059
55. C -0.219
56. O 0.048
57. C -0.576
58. O 0.070
59. O 0.030
60. C -0.054
61. H 0.083
62. H 0.080
63. H 0.082
64. H 0.122
65. H 0.123
66. H 0.084
67. H 0.097
68. H 0.095
69. C -0.069
70. C -0.221
71. O 0.022
72. C -0.605
73. O 0.081
74. O 0.007
75. C 0.001
76. H 0.080
77. H 0.090
78. H 0.082
79. H 0.125
80. H 0.123
81. H 0.089
82. H 0.098
83. H 0.095
84. C -0.047
85. C -0.268
86. O 0.026
87. C -0.525
88. O 0.144
89. O -0.002
90. C -0.050
91. H 0.076
92. H 0.073
93. H 0.073
94. H 0.125
95. H 0.116
96. H 0.087
97. H 0.084
98. H 0.087
99. C -0.056